Density functional theory data (ωB97M-V/def2-TZVPD) for a molecular structure, C45H41BaBrFN10O6.

**Energy above the lowest of the compared OMol25 structures with the same formula, charge and spin**: 0.0 kJ/mol
**Total charge**: -1
**LUMO**: 2.07 eV
**HOMO energy**: -5.056 eV

CARTESIAN COORDINATES (ANGSTROEM)
H 7.6681 -1.8797 -2.5499
H 2.0636 -5.6031 2.7975
C 4.9666 -0.7281 -0.8608
C -5.0377 -3.6887 2.8669
H -0.3699 -2.9097 -2.8763
C -0.5808 -2.1392 -2.1322
C -1.4245 -1.4656 3.3311
N 2.7513 -3.9539 1.7471
H 1.1536 -2.6253 2.2624
Br -1.6486 2.0181 -2.9825
H 1.6730 6.8244 3.3546
C 2.1904 3.8689 -4.1085
C 1.4923 3.9422 5.1211
H -3.2987 2.3325 -0.8558
H 4.3067 -3.0748 4.2678
C 3.8434 -2.9817 1.6465
H 0.0920 5.5547 1.9282
H -1.8594 -1.8746 5.4075
H -1.5409 2.4414 2.8904
H -2.5652 -3.4623 -3.2165
H 3.2387 0.9243 5.3352
C 1.0705 3.4384 -2.0189
C -2.4024 -1.6846 4.4885
H 7.0766 -0.3766 -0.6843
C -4.6829 -1.6300 -1.3335
O -1.6235 -2.0789 2.2557
C -4.2141 -2.6937 3.2001
C -4.2654 -2.5832 -2.2531
H -2.2009 4.5102 2.1566
C 2.7488 -4.7657 2.9461
H 4.7796 -3.5247 1.8060
O -2.3984 -4.1050 5.8730
C 3.3223 2.6441 -2.3781
H 2.1804 4.2991 -5.1024
C -1.2879 2.9315 -1.3309
C 0.6124 3.2280 4.3134
C 1.0704 3.9869 -3.2981
H 2.2079 2.3721 -0.5586
N -3.3272 -2.7852 4.2471
C 6.6279 -1.7498 -2.2760
N -4.0690 -4.9567 4.5904
Ba -0.2886 -0.1352 0.8217
C -5.0192 -4.9547 3.5702
C -2.9196 -2.7217 -2.5119
H 4.1853 2.1008 -2.0135
C 1.3735 5.8216 3.6316
H 2.5606 5.7711 5.4228
C 3.4277 0.1630 4.5896
H 0.6862 -4.1719 1.5483
H 2.9553 1.0489 0.9709
O -5.7211 -5.9187 3.3544
C 2.2115 2.7855 -1.5602
N -2.6854 3.2949 0.7559
H -3.9904 -0.0893 -0.0095
O -0.5316 -0.6018 3.5269
H 2.4224 -4.2284 3.8497
N 1.6327 -1.8032 -1.9022
C -2.4477 2.8460 -0.4138
C 3.9961 -2.0798 3.9735
C 3.4489 -0.5035 2.2512
C -3.7126 -0.8571 -0.7263
C 3.9626 -1.4115 -1.5603
H 3.7479 -5.1708 3.1222
C 0.0814 3.8216 3.1601
C -3.1939 -3.9516 4.9701
C 1.8706 5.2320 4.7850
H 5.8938 -3.0912 -3.7898
H 3.5102 -2.7709 -3.1215
C 3.2649 0.4575 3.2460
C 3.8248 -1.1121 4.9536
N 0.3803 -1.5066 -1.5634
C 0.4877 5.1101 2.8330
O 0.2999 1.9780 4.7489
H 2.9657 1.4615 2.9603
N 2.3079 -0.6349 0.0331
H -2.9699 -0.7594 4.6090
H 0.0456 3.9045 -0.1324
H 1.4047 -2.9288 0.5183
N -1.6805 3.9895 1.4570
H -5.7271 -1.4943 -1.0893
H -4.2059 -1.7654 2.6487
C 1.4360 -3.3799 1.5089
C -1.9907 -1.9085 -1.8444
F -5.9032 -3.5540 1.8512
H -3.9827 -5.8124 5.1175
H 0.1872 4.4980 -3.6600
N 4.6035 0.1635 0.1299
C 3.7740 -1.8162 2.6225
H 3.9866 -1.3632 5.9945
H -0.0406 1.3887 4.0576
O -0.1372 2.2106 1.4210
C 3.3139 3.1881 -3.6548
N -2.4074 -0.9746 -0.9713
C 3.3130 0.0221 0.8134
H 4.1787 3.0786 -4.2972
H 3.8579 -2.6260 0.6197
C -0.1027 3.4923 -1.1208
C 6.3014 -0.9070 -1.2266
C 5.6356 -2.4295 -2.9734
C 4.3089 -2.2552 -2.6066
H 1.8733 3.4578 6.0121
C 2.5610 -1.2271 -1.1047
H -4.9874 -3.2138 -2.7568
H 5.3522 0.4779 0.7266
C -0.8306 3.0118 2.2474

***

Density functional theory data (ωB97M-V/def2-TZVPD) for a single C5H4Cl2N4O3 molecule.

**Energy above the lowest of the compared OMol25 structures with the same formula, charge and spin**: 0.0 kJ/mol
**Total charge**: 0
**LUMO**: -0.31 eV
**HOMO energy**: -10.663 eV
**Structure (SMILES)**: O=C1NC(=O)[C@@]2(Cl)NC(=O)N[C@@]2(Cl)N1

CARTESIAN COORDINATES (ANGSTROEM)
Cl -1.2620 -0.5211 -2.7734
O -2.5413 1.4251 1.6535
N 1.3674 0.5168 -0.4508
O 3.0645 -0.9419 -0.1574
O -1.1406 -2.5922 -0.3892
Cl 0.0809 2.0948 -2.0993
N -2.3253 0.0738 -0.1861
H -2.8613 -0.7401 0.0756
H -0.3154 2.3192 0.7827
C -0.3748 -1.6874 -0.5746
H 2.0482 1.2630 -0.4103
C 1.8975 -0.7336 -0.3329
C -1.9178 0.9991 0.7228
C -0.8179 -0.3440 -1.1194
N 0.9694 -1.7798 -0.3817
C 0.0094 0.8728 -0.7225
H 1.3473 -2.6979 -0.1637
N -0.6421 1.4508 0.3873

***

Density functional theory data (ωB97M-V/def2-TZVPD) for a single C3H4FNO molecule.

**Energy above the lowest of the compared OMol25 structures with the same formula, charge and spin**: 246.9 kJ/mol
**Total charge**: 0
**LUMO**: 0.86 eV
**HOMO energy**: -9.174 eV
**Structure (SMILES)**: O/N=C/C=C\F

CARTESIAN COORDINATES (ANGSTROEM)
H -0.4086 1.8543 0.3022
N 1.6778 0.4965 -0.0298
C -1.9157 0.3943 -0.0396
O 2.5616 -0.5609 0.0101
C 0.5450 -0.0051 -0.0685
F -2.2950 -0.8766 0.0479
H 0.3945 -1.0784 -0.1330
C -0.6721 0.8187 0.0353
H 3.4061 -0.1677 0.1836
H -2.7167 1.0453 -0.2186

***

Question: What is the formula in the second record?
Answer: C5H4Cl2N4O3